# 1
{
  "formula": "C18H52NO17",
  "method": "ωB97M-V/def2-TZVPD",
  "symbols": ["N", "O", "O", "O", "C", "C", "C", "O", "H", "H", "H", "H", "H", "H", "H", "H", "C", "C", "C", "O", "H", "H", "H", "H", "H", "H", "H", "H", "C", "C", "O", "O", "H", "H", "H", "H", "H", "H", "C", "C", "O", "O", "H", "H", "H", "H", "H", "H", "C", "C", "O", "O", "H", "H", "H", "H", "H", "H", "C", "C", "O", "O", "H", "H", "H", "H", "H", "H", "C", "C", "O", "O", "H", "H", "H", "H", "H", "H", "C", "C", "O", "O", "H", "H", "H", "H", "H", "H"],
  "xyz": [[-14.49642, 18.91961, -6.85078], [-13.60534, 19.16149, -7.66576], [-15.58531, 19.36649, -6.99535], [-14.26158, 18.22937, -5.92251], [-21.29622, 13.95823, -7.14545], [-21.66325, 14.80628, -8.35286], [-20.59604, 15.76625, -8.79294], [-21.99140, 13.90742, -9.35291], [-21.96860, 13.16728, -6.81319], [-21.01820, 14.47057, -6.22442], [-20.47241, 13.33024, -7.48465], [-22.58965, 15.35346, -8.17830], [-20.43409, 16.42986, -7.94353], [-21.00540, 16.47170, -9.51603], [-19.63245, 15.31411, -9.02781], [-21.34732, 13.65484, -10.01847], [-10.09036, 12.61272, -1.41622], [-10.63921, 14.04098, -1.74974], [-9.48777, 15.04464, -2.15156], [-11.61387, 14.01779, -2.77587], [-9.70751, 12.27685, -0.45253], [-9.29450, 12.37803, -2.12307], [-10.89731, 11.90662, -1.61208], [-11.14625, 14.32652, -0.82807], [-9.08999, 14.68912, -3.10207], [-8.74198, 15.19926, -1.37182], [-9.87428, 16.06099, -2.22727], [-11.81395, 14.95580, -2.81710], [-10.58709, 23.62660, -2.51575], [-10.11009, 23.06863, -3.84444], [-10.80737, 23.70486, -4.88773], [-9.94822, 24.84339, -2.08885], [-10.43728, 22.83232, -1.78444], [-11.65345, 23.82677, -2.62016], [-10.25621, 22.00475, -4.03126], [-9.05993, 23.33951, -3.95338], [-10.40192, 24.57294, -4.94810], [-9.00527, 24.68562, -2.00202], [-16.51322, 19.21442, -14.73453], [-16.43214, 20.29426, -13.69747], [-15.56935, 21.33238, -14.14361], [-17.24504, 19.61359, -15.85995], [-17.11669, 18.44431, -14.25406], [-15.54633, 18.76706, -14.96498], [-15.99546, 20.00204, -12.74247], [-17.48292, 20.54776, -13.55717], [-15.92920, 21.67687, -14.96423], [-18.14163, 19.74540, -15.54317], [-11.96420, 14.32944, -9.72572], [-11.83224, 14.93643, -11.16266], [-10.46344, 14.78298, -11.67705], [-11.21304, 14.93998, -8.71448], [-11.75704, 13.25953, -9.74761], [-13.02684, 14.45254, -9.51658], [-12.21746, 15.95605, -11.17155], [-12.47760, 14.38486, -11.84631], [-9.89981, 15.08903, -10.96272], [-11.79570, 14.79720, -7.96500], [-5.08041, 19.65966, -8.36189], [-6.34088, 18.90280, -7.97809], [-7.34129, 18.89808, -8.93572], [-5.36965, 21.02202, -8.71472], [-4.64526, 19.16861, -9.23230], [-4.34388, 19.57099, -7.56328], [-6.67538, 19.21438, -6.98858], [-6.16761, 17.84301, -7.79125], [-7.94584, 18.15289, -8.90749], [-5.16308, 20.96220, -9.65033], [-17.29069, 18.11781, -0.59264], [-18.31531, 18.20764, 0.55842], [-17.57299, 18.58585, 1.75392], [-16.73593, 19.40282, -1.07810], [-17.79180, 17.85392, -1.52394], [-16.49285, 17.38217, -0.49067], [-18.93129, 17.31881, 0.69494], [-18.92888, 19.06706, 0.28815], [-17.21087, 19.46768, 1.64064], [-16.52535, 19.14555, -1.97868], [-18.71561, 25.19749, -4.43379], [-19.21445, 26.57958, -4.72816], [-18.11496, 27.32439, -5.10864], [-19.17130, 24.32363, -5.49334], [-19.09213, 25.02413, -3.42569], [-17.62887, 25.15058, -4.50391], [-19.53043, 27.04320, -3.79363], [-19.95513, 26.68842, -5.52040], [-18.53916, 28.15434, -5.33848], [-18.70565, 23.48416, -5.50154]],
  "lowdin_charge": [-0.776, -0.095, -0.060, -0.066, -0.063, -0.535, -0.055, -0.057, 0.072, 0.077, 0.077, 0.135, 0.084, 0.082, 0.091, 0.094, -0.058, -0.475, -0.051, -0.044, 0.069, 0.065, 0.068, 0.120, 0.080, 0.070, 0.068, 0.088, -0.238, -0.255, -0.060, -0.075, 0.108, 0.124, 0.128, 0.112, 0.082, 0.073, -0.285, -0.248, -0.055, -0.059, 0.113, 0.128, 0.133, 0.113, 0.076, 0.085, -0.271, -0.192, -0.088, -0.052, 0.111, 0.115, 0.114, 0.108, 0.063, 0.091, -0.237, -0.287, -0.045, -0.055, 0.112, 0.112, 0.114, 0.114, 0.095, 0.076, -0.216, -0.198, -0.092, -0.094, 0.108, 0.114, 0.117, 0.110, 0.075, 0.075, -0.215, -0.290, -0.065, -0.072, 0.109, 0.127, 0.111, 0.127, 0.083, 0.084],
  "homo_lumo_gap_ev": 6.25,
  "energy_ha": -2050.53117,
  "de_lowest_kcal_mol": 128.9,
  "charge": -1
}


# 2
{
  "formula": "C22H48N4O7S",
  "method": "ωB97M-V/def2-TZVPD",
  "symbols": ["C", "O", "C", "C", "O", "C", "C", "C", "C", "C", "S", "C", "N", "N", "C", "O", "H", "H", "H", "H", "H", "H", "H", "H", "H", "H", "H", "H", "H", "H", "H", "H", "H", "H", "C", "O", "C", "C", "N", "C", "C", "O", "C", "H", "H", "H", "H", "H", "H", "H", "H", "H", "H", "H", "H", "H", "H", "H", "C", "O", "C", "C", "N", "C", "C", "O", "C", "H", "H", "H", "H", "H", "H", "H", "H", "H", "H", "H", "H", "H", "H", "H"],
  "xyz": [[-0.85949, -9.44498, -1.93238], [-1.15671, -8.06747, -1.99547], [-0.04584, -7.19411, -2.02049], [-0.09709, -6.38190, -3.31312], [1.06937, -5.61112, -3.52934], [1.26478, -4.51414, -2.65304], [0.35325, -3.30710, -2.94296], [-0.42065, -2.78470, -1.72788], [-1.34754, -3.81278, -1.06828], [-2.63136, -3.19471, -0.52480], [-3.72355, -2.58245, -1.84765], [-4.43554, -4.10329, -2.30689], [-3.92236, -5.04440, -3.02294], [-4.87844, -6.04949, -3.10656], [-5.88659, -5.62472, -2.44340], [-5.69733, -4.40695, -1.89902], [-1.65895, -9.98589, -2.44304], [0.08699, -9.67179, -2.43555], [-0.80400, -9.79094, -0.89205], [0.90708, -7.73932, -1.98727], [-0.08243, -6.55247, -1.13189], [-1.00644, -5.76879, -3.34739], [-0.15724, -7.08279, -4.14963], [2.31030, -4.23111, -2.79744], [1.16666, -4.81813, -1.60256], [0.97832, -2.48565, -3.31118], [-0.33016, -3.55356, -3.76243], [0.30853, -2.43842, -0.98340], [-0.98991, -1.89513, -2.01555], [-0.83725, -4.33152, -0.25057], [-1.63482, -4.57570, -1.79797], [-2.43480, -2.31731, 0.09905], [-3.18352, -3.91588, 0.08202], [-6.82887, -6.13005, -2.29741], [1.07008, 0.38859, 1.03749], [-0.28996, 0.29802, 0.66122], [-1.16995, 1.14528, 1.39179], [-1.74129, 2.22723, 0.50027], [-0.71956, 3.18259, 0.10317], [-1.13119, 4.11439, -0.93919], [-1.50080, 3.54778, -2.30530], [-0.41450, 2.96822, -3.00137], [-0.16083, 1.60703, -2.71509], [1.59920, -0.41266, 0.52261], [1.51159, 1.34899, 0.75523], [1.19338, 0.25983, 2.11727], [-0.65122, 1.57974, 2.25016], [-1.99505, 0.52704, 1.75853], [-2.52570, 2.76006, 1.04925], [-2.22265, 1.72589, -0.35216], [0.10158, 2.68072, -0.20980], [-0.31285, 4.82393, -1.08838], [-1.98558, 4.69178, -0.56795], [-1.84660, 4.37959, -2.92404], [-2.32754, 2.82921, -2.24231], [-1.08498, 1.06709, -2.48643], [0.53208, 1.47768, -1.87821], [0.29209, 1.16524, -3.60261], [5.39723, 6.17610, 3.24809], [4.54886, 5.93095, 4.34924], [3.60500, 6.96160, 4.61103], [2.19414, 6.48338, 4.35215], [1.97429, 6.24357, 2.93549], [0.70397, 5.60814, 2.60842], [0.43762, 4.20836, 3.14397], [1.27160, 3.20757, 2.58719], [2.52884, 3.04482, 3.21334], [6.14465, 5.38482, 3.23635], [4.85791, 6.16610, 2.29416], [5.90725, 7.13990, 3.34441], [3.82693, 7.84295, 4.00153], [3.69818, 7.24129, 5.66393], [1.49553, 7.25477, 4.69164], [2.02660, 5.59193, 4.97381], [2.73174, 5.67710, 2.57567], [0.62463, 5.55544, 1.52039], [-0.10385, 6.26213, 2.95496], [-0.58138, 3.94755, 2.84907], [0.48460, 4.15770, 4.23935], [2.48041, 3.26433, 4.28362], [3.30368, 3.67183, 2.76259], [2.82741, 2.00312, 3.08395]],
  "lowdin_charge": [-0.109, -0.186, -0.211, -0.185, -0.139, -0.208, -0.160, -0.215, -0.264, -0.445, 0.981, -0.697, 0.068, 0.064, -0.194, 0.034, 0.087, 0.085, 0.086, 0.127, 0.107, 0.103, 0.135, 0.122, 0.110, 0.106, 0.121, 0.109, 0.086, 0.113, 0.075, 0.074, 0.086, 0.133, -0.112, -0.201, -0.207, -0.210, -0.039, -0.200, -0.226, -0.175, -0.101, 0.084, 0.075, 0.088, 0.107, 0.121, 0.124, 0.105, 0.082, 0.117, 0.119, 0.121, 0.110, 0.084, 0.072, 0.089, -0.119, -0.196, -0.218, -0.221, -0.049, -0.196, -0.224, -0.216, -0.093, 0.088, 0.081, 0.087, 0.122, 0.121, 0.124, 0.107, 0.074, 0.111, 0.120, 0.107, 0.114, 0.091, 0.077, 0.081],
  "homo_lumo_gap_ev": 9.25,
  "energy_ha": -2010.76544
}


# 3
{
  "formula": "C22H18N6O2S2",
  "method": "ωB97M-V/def2-TZVPD",
  "symbols": ["C", "C", "O", "C", "C", "C", "C", "N", "C", "S", "C", "C", "N", "C", "C", "C", "C", "C", "S", "N", "O", "N", "N", "C", "C", "C", "C", "N", "C", "C", "C", "C", "H", "H", "H", "H", "H", "H", "H", "H", "H", "H", "H", "H", "H", "H", "H", "H", "H", "H"],
  "xyz": [[2.89604, -1.56277, 5.69953], [3.30283, -0.09437, 5.62739], [2.18817, 0.77577, 5.55659], [1.50026, 0.90933, 4.39872], [0.35561, 1.71091, 4.47362], [-0.42176, 1.93684, 3.36157], [-0.06166, 1.36983, 2.14243], [-0.86027, 1.58901, 1.00153], [-1.48723, 0.63479, 0.25461], [-1.36061, -1.06755, 0.58052], [-2.23080, -1.66549, -0.91439], [-1.25473, -2.09257, -1.93250], [-1.21723, -3.23742, -2.53810], [-0.12808, -3.11237, -3.36287], [0.29661, -4.15768, -4.23864], [-0.29332, -5.38488, -4.39391], [0.37106, -6.18518, -5.33886], [1.44972, -5.55853, -5.88470], [1.68178, -3.97729, -5.26007], [0.45949, -1.94764, -3.24442], [-0.26772, -1.27480, -2.31555], [-2.22199, 1.18282, -0.67880], [-2.09589, 2.50468, -0.56347], [-1.29046, 2.76915, 0.43356], [-0.90241, 4.10959, 0.82731], [0.30957, 4.39946, 1.45256], [0.57953, 5.71932, 1.77563], [-0.24270, 6.72146, 1.51997], [-1.38278, 6.44733, 0.90670], [-1.76351, 5.16952, 0.53784], [1.07148, 0.57625, 2.05433], [1.84881, 0.34411, 3.17432], [2.35798, -1.86444, 4.80415], [2.24899, -1.72336, 6.55808], [3.78217, -2.18241, 5.80463], [3.80996, 0.19619, 6.55139], [3.98695, 0.08380, 4.78901], [0.09694, 2.14348, 5.42645], [-1.30615, 2.55265, 3.42785], [-2.82102, -0.81496, -1.26382], [-2.85927, -2.50758, -0.63443], [-1.16737, -5.67782, -3.84205], [0.06307, -7.18082, -5.60245], [2.12783, -5.93657, -6.62403], [1.03038, 3.62723, 1.67067], [1.50618, 5.98825, 2.26569], [-2.02055, 7.29807, 0.70645], [-2.69755, 4.97502, 0.03683], [1.35121, 0.14180, 1.10661], [2.72526, -0.27462, 3.07089]],
  "lowdin_charge": [-0.061, -0.241, -0.043, -0.262, 0.020, -0.004, -0.259, 0.052, -0.598, 1.017, -0.335, -0.416, 0.210, -0.376, -0.480, -0.112, -0.184, -0.410, 1.056, 0.128, 0.022, 0.022, 0.087, -0.242, -0.147, -0.009, -0.141, 0.056, -0.141, -0.003, -0.024, -0.003, 0.068, 0.081, 0.079, 0.125, 0.117, 0.124, 0.130, 0.077, 0.092, 0.111, 0.101, 0.061, 0.109, 0.106, 0.105, 0.109, 0.119, 0.110],
  "homo_lumo_gap_ev": 8.87,
  "energy_ha": -2124.50615,
  "de_lowest_kcal_mol": 0.0
}


# 4
{
  "formula": "C3H2FIrO2",
  "method": "ωB97M-V/def2-TZVPD",
  "symbols": ["O", "C", "O", "C", "C", "H", "H", "F", "Ir"],
  "xyz": [[-0.85441, 1.67738, 0.01396], [0.21070, 1.09344, 0.26311], [1.39676, 1.50466, 0.00023], [-1.23740, -0.80628, 0.02952], [0.00928, -0.38513, 0.33429], [-1.67324, -0.52850, -0.92973], [-1.66471, -1.66933, 0.53973], [1.15027, -1.07139, -0.13576], [2.66276, 0.18514, -0.11536]],
  "mulliken_spin": [0.109, 0.059, 0.213, 0.361, 0.448, 0.050, 0.052, 0.049, 2.659],
  "homo_lumo_gap_ev": [6.79, 7.58],
  "energy_ha": -469.04500,
  "de_lowest_kcal_mol": 0.0,
  "charge": 2,
  "spin_multiplicity": 5
}


# 5
{
  "formula": "CHBr3O",
  "method": "ωB97M-V/def2-TZVPD",
  "symbols": ["O", "C", "Br", "Br", "Br", "H"],
  "xyz": [[0.36260, -0.63423, -0.21716], [1.42386, -0.23807, 0.14338], [2.16217, -0.24049, 1.95736], [2.92341, 0.12286, -1.20398], [0.45572, 2.87231, -0.10719], [2.13086, 2.45727, -0.33704]],
  "lowdin_charge": [-0.033, -1.225, 0.643, 0.541, 0.169, -0.096],
  "homo_lumo_gap_ev": 9.65,
  "energy_ha": -7835.94286,
  "de_lowest_kcal_mol": 23.2
}